(1)
Density functional theory data (ωB97M-V with the def2-TZVPD basis set) for a 12-piece molecular cluster, C36H78Cl8N2O20 overall.

```
144
Properties=species:S:1:pos:R:3:mulliken_charge:R:1
C 1.06169 2.33209 2.76396 -0.6291
O 0.98273 0.96254 2.48697 0.2229
C 1.08724 0.61662 1.11101 -0.4218
C 0.50321 -0.77574 0.72390 0.9824
C 1.33513 -2.02500 1.20101 -1.0625
N 0.50683 -0.74948 -0.76365 0.4316
H 0.33604 2.97528 2.26613 0.3406
H 2.11094 2.60971 2.66347 0.3747
H 0.93654 2.42424 3.84282 -0.2385
H 0.57937 1.38799 0.53208 0.2312
H 2.14291 0.75233 0.87595 -0.3508
H -0.53942 -0.85689 1.03121 0.3073
H 2.40428 -1.95495 1.00074 0.1365
H 1.02090 -2.90583 0.64111 0.2889
H 1.18998 -2.10601 2.27826 0.0541
H -0.06384 0.06382 -0.94520 -0.1955
H -0.17707 -1.44511 -1.02533 -0.4644
C -2.74240 -1.74520 -3.50854 -0.1072
O -2.18378 -1.78791 -4.81404 -0.1147
C -3.05493 -2.30647 -5.75642 -0.8619
C -3.25701 -3.85349 -5.76638 0.5955
C -1.98516 -4.66569 -5.64438 -0.9962
N -3.73508 -4.28229 -7.08672 -0.8288
H -3.57133 -1.04981 -3.37667 0.4168
H -1.92347 -1.29252 -2.94951 -0.5237
H -3.14563 -2.67275 -3.10215 0.3424
H -4.01166 -1.79045 -5.67593 0.3018
H -2.50805 -1.84948 -6.58116 0.3640
H -3.93435 -4.20868 -4.98977 0.1955
H -1.41415 -4.10915 -4.90121 -0.1535
H -1.34752 -4.71366 -6.52711 0.4200
H -2.04064 -5.73864 -5.46054 0.4058
H -3.05693 -3.87280 -7.71325 0.3101
H -3.52875 -5.26791 -7.16480 0.3052
C 3.17868 2.26830 -2.20229 -0.9676
C 3.14165 1.36366 -3.43967 0.4342
O 3.18130 2.13063 -4.60961 -0.3539
C 2.77811 1.70693 -5.83787 0.7714
O 2.30952 0.59347 -6.10918 -0.5977
O 3.02262 2.70757 -6.59672 -0.3122
C 2.48845 2.71146 -7.96761 -0.7136
H 3.18251 1.66148 -1.29682 0.0159
H 2.61874 3.19281 -2.06147 0.0740
H 4.16415 2.71283 -2.06320 0.4951
H 2.20044 0.82084 -3.52673 -0.2440
H 4.01978 0.72052 -3.49774 0.4640
H 2.47924 3.77110 -8.22287 0.2745
H 1.48213 2.33730 -8.15579 0.3163
H 3.16133 2.21166 -8.66441 0.3096
C -3.36461 2.20428 0.43891 -0.7951
C -4.42022 1.93399 1.55102 -0.2171
O -5.72760 2.08911 1.03666 -0.3203
C -6.40122 3.31342 1.16503 0.6217
O -5.95653 4.21249 1.84634 -0.5270
O -7.52600 3.38367 0.33140 -0.3099
C -8.27983 4.48114 0.26184 -0.6998
H -2.35451 1.95005 0.76010 0.0251
H -3.38726 3.23334 0.08024 0.3303
H -3.42590 1.62276 -0.48097 0.4154
H -4.17245 2.40656 2.50148 0.3861
H -4.32868 0.87136 1.77583 0.2298
H -7.89676 5.26622 -0.39010 0.2986
H -8.52586 5.01252 1.18119 0.3157
H -9.22516 4.21055 -0.20851 0.2664
C -2.28054 -3.07766 3.08980 -0.9823
C -3.14368 -3.41078 1.86669 -0.3038
O -2.29577 -4.17505 1.05346 -0.3377
C -1.99624 -3.83142 -0.23119 0.7596
O -2.26574 -2.77057 -0.76313 -0.4923
O -1.30423 -4.79353 -0.70961 -0.4283
C -0.74623 -4.67739 -1.97936 -0.2701
H -2.86277 -2.57534 3.86231 0.3974
H -1.36330 -2.53909 2.85167 0.1100
H -1.92141 -3.96078 3.61824 0.3492
H -3.52774 -2.48936 1.42898 0.2959
H -3.88217 -4.14483 2.18904 0.3548
H -1.35673 -5.25950 -2.66967 0.3170
H 0.24690 -5.07818 -1.77648 0.3510
H -0.51197 -3.67081 -2.32582 -0.1303
C 5.88303 -5.55885 -1.20417 -1.2117
C 6.43585 -4.45846 -0.36953 0.0159
O 6.33821 -4.79970 1.03737 -0.3977
C 5.26172 -4.49552 1.72290 0.8483
O 4.29137 -3.81752 1.25447 -0.5010
O 5.33887 -4.99056 2.93596 -0.3407
C 4.21865 -5.11309 3.74198 -0.5413
H 6.07333 -6.57723 -0.86539 0.3139
H 6.06710 -5.54771 -2.27845 0.3969
H 4.79859 -5.45577 -1.24251 0.2427
H 5.80626 -3.59845 -0.59778 0.1163
H 7.46721 -4.30644 -0.68776 0.3954
H 3.41179 -4.42218 3.49764 0.1591
H 4.47437 -5.01489 4.79700 0.2445
H 3.77135 -6.09277 3.57386 0.2820
C -3.05650 1.17853 5.35807 -1.4577
C -2.22391 2.25618 4.63071 0.6606
O -2.38902 3.51715 5.03066 -0.2734
C -1.60762 4.48047 4.68917 0.7110
O -0.75486 4.50954 3.79080 -0.4903
O -2.00617 5.59651 5.35085 -0.3853
C -2.82472 5.56856 6.51185 -0.5275
H -4.08737 1.31351 5.03069 0.4003
H -3.03780 1.21666 6.44723 0.2828
H -2.78803 0.19760 4.96587 0.2921
H -2.25538 2.12728 3.54882 -0.0030
H -1.19920 1.97212 4.87026 0.0863
H -2.59968 4.73223 7.17367 0.1463
H -3.80601 5.39147 6.07160 0.2581
H -3.00159 6.48760 7.07059 0.3075
C 1.40886 6.17691 -0.77116 -1.0110
C 0.13484 5.92854 -1.67303 -0.2662
O -0.26022 4.59446 -1.58735 -0.2200
C 0.01534 3.76240 -2.65752 0.6331
O 0.66278 4.06551 -3.69627 -0.6333
O -0.55728 2.61527 -2.33025 -0.0508
C -0.63124 1.57068 -3.27719 -0.5398
H 1.35613 5.68379 0.19948 0.2209
H 1.64650 7.23912 -0.71333 0.4069
H 2.22692 5.72933 -1.33555 0.2566
H 0.25010 6.31290 -2.68648 0.3534
H -0.63923 6.48453 -1.14409 0.2711
H -0.04036 0.70533 -2.97695 -0.0235
H -0.25597 1.81097 -4.27194 0.3589
H -1.63667 1.19209 -3.46129 0.2774
Cl -1.11335 2.36383 8.27777 -0.1278
C 0.65259 2.54790 8.17270 -0.3597
Cl 1.12489 3.32169 6.67378 -0.1219
H 1.02269 3.15379 8.99975 0.3458
H 1.26040 1.64360 8.20269 0.2717
Cl 1.18022 -2.48801 -4.01739 -0.1007
C 2.50622 -2.13523 -2.95931 0.8256
Cl 4.15733 -2.21668 -3.68878 -0.2211
H 2.32403 -1.14210 -2.54871 -0.7424
H 2.39989 -2.82060 -2.11844 0.1708
Cl 0.95407 -1.28088 5.22008 -0.1652
C 2.68293 -0.96071 4.99482 0.2015
Cl 3.65251 -2.30409 5.70389 -0.1648
H 2.84822 -1.01185 3.91864 -0.2804
H 2.90521 -0.03035 5.51742 0.3537
Cl 5.12250 0.68119 1.08638 -0.1390
C 5.67717 -0.85803 1.81139 0.3894
Cl 6.41826 -0.66245 3.42636 -0.1699
H 4.84686 -1.55844 1.90137 -0.4035
H 6.51594 -1.15715 1.18282 0.3192
```

charge: 0

(2)
Density functional theory data (ωB97M-V with the def2-TZVPD basis set) for one molecule with the formula C3H2Cl2N2.

```
9
Properties=species:S:1:pos:R:3:nbo_charge:R:1
H 1.44169 -1.67352 1.34095 0.3714
N 1.22819 -1.09035 0.53365 -0.6146
C -0.00798 -0.89348 0.35572 0.2904
Cl -1.20111 -2.08205 1.05734 -0.0852
C -0.55098 0.19824 -0.46568 -0.2428
N 0.33093 0.73145 -1.65055 -0.2502
C 0.13619 1.50099 -0.69178 0.1973
Cl 0.29481 3.00421 0.06758 0.1170
H -1.67175 0.30450 -0.54725 0.2169
```

charge: 0
energy relative to the best compared isomer or geometry (same formula, charge and spin): 60.6 kcal per mole

(3)
Density functional theory data (ωB97M-V with the def2-TZVPD basis set) for C15H17CdN5O10P2S as an isolated structure.

```
51
Properties=species:S:1:pos:R:3:nbo_charge:R:1
Cd -1.17344 -0.42761 0.41139 1.7079
N -4.80328 -1.70500 2.84693 -0.8323
C -3.94546 -1.04810 1.96238 0.2869
S -3.31749 -2.01607 0.65864 -0.5702
N -3.77809 0.21209 2.20278 -0.4525
N -2.92475 0.83949 1.31550 -0.3783
C -3.04001 2.10825 1.23317 0.1246
C -2.24866 2.97454 0.36664 -0.2380
C -2.33094 4.34820 0.61693 -0.1598
C -1.60906 5.28510 -0.09851 -0.3359
C -0.77181 4.82455 -1.12177 -0.2149
C -0.68046 3.48391 -1.41378 -0.2741
C -1.40985 2.49133 -0.69635 0.4096
O -1.30064 1.26067 -1.03325 -0.8467
H -4.57521 -2.68314 2.92589 0.3782
H -4.84844 -1.22582 3.73615 0.3709
H -3.78958 2.59296 1.86597 0.1536
H -2.98235 4.67537 1.42296 0.1881
H -1.68305 6.34018 0.13313 0.1891
H -0.17770 5.53211 -1.69175 0.1893
H -0.02211 3.12405 -2.19569 0.2070
O 1.96221 -2.09419 1.57608 -1.0412
P 1.16606 -1.32297 2.76072 2.5604
O 1.49494 -1.93381 4.05903 -1.1495
O -0.27784 -1.15948 2.34029 -1.2648
O 1.86092 0.16241 2.66460 -1.1073
P 1.72290 1.14496 1.40242 2.5612
O 0.39158 1.97226 1.80279 -1.0139
O 2.88762 2.04561 1.28021 -1.1586
O 1.34003 0.25803 0.21465 -1.2788
H 1.86976 -1.51885 0.79227 0.5062
H 0.47659 2.88773 1.51300 0.5057
O 2.43546 0.68256 -2.21920 -0.7613
C 3.38315 -0.31840 -2.02863 0.0894
N 3.39366 -1.29482 -3.11169 -0.6160
C 2.78812 -2.50671 -3.17902 0.6711
O 3.06955 -3.31567 -4.05709 -0.6532
C 1.75954 -2.83198 -2.14274 -0.2065
C 1.71604 -4.11164 -1.60169 -0.1135
C 0.76676 -4.40629 -0.64394 -0.2622
C -0.12316 -3.41251 -0.25933 0.0893
N -0.11392 -2.20328 -0.81134 -0.5244
C 0.80362 -1.91456 -1.73263 0.0786
H 1.94099 0.76344 -1.36536 0.5354
H 3.21722 -0.83942 -1.08474 0.1924
H 4.39040 0.10933 -2.00205 0.1563
H 4.00937 -1.12156 -3.88993 0.3907
H 2.43852 -4.84764 -1.93128 0.2198
H 0.72824 -5.37779 -0.17109 0.2141
H -0.86021 -3.56836 0.51989 0.2360
H 0.77429 -0.91349 -2.14155 0.2422
```

charge: -2
energy relative to the best compared isomer or geometry (same formula, charge and spin): 0.0 kcal per mole

(4)
Density functional theory data (ωB97M-V with the def2-TZVPD basis set) for C26H19N5O3ReSbSe4 as an isolated structure.

```
59
Properties=species:S:1:pos:R:3:nbo_charge:R:1
Re -0.67793 2.79350 -0.92839 1.1427
O 3.41439 1.49141 -1.86484 -0.6731
C 3.64945 0.86961 -0.68288 0.4313
C 4.78819 0.07067 -0.62789 -0.2946
C 5.10729 -0.60563 0.52894 -0.1239
C 4.29766 -0.50458 1.66375 -0.2391
C 3.16775 0.27266 1.61543 -0.1181
C 2.81492 0.96975 0.44443 -0.2898
C 1.56271 1.71044 0.42745 0.5756
O 1.25851 2.42627 -0.67817 -0.7220
N 0.73402 1.68543 1.42333 -0.3413
N -0.38797 2.42632 1.13221 -0.3369
C -1.01608 2.95380 2.13370 0.1831
C -1.92966 4.04318 1.96167 -0.1946
C -2.72437 4.50233 3.02485 -0.1262
C -3.41526 5.68530 2.91304 -0.1845
C -3.29394 6.46543 1.75705 -0.1204
C -2.49487 6.06339 0.70570 -0.2589
C -1.83723 4.84476 0.80628 0.3894
O -1.05594 4.43635 -0.22378 -0.5167
H 2.73990 2.17131 -1.73839 0.4946
H 5.41540 0.01692 -1.50720 0.2437
H 6.00318 -1.21144 0.55818 0.2359
H 4.56034 -1.02836 2.57137 0.2376
H 2.52677 0.36200 2.48106 0.2369
H -0.71931 2.63727 3.13016 0.2476
H -2.78026 3.91506 3.93254 0.2420
H -4.03817 6.02678 3.72763 0.2516
H -3.82754 7.40359 1.68765 0.2494
H -2.37958 6.66210 -0.18676 0.2511
Se -2.18873 3.68927 -6.91328 -0.1390
Sb -2.18262 3.34379 -4.64988 0.9956
Se -0.12014 3.19768 -3.23583 -0.1057
Se -3.06878 2.41243 -1.21707 0.0044
Se -4.10784 3.28257 -3.17325 -0.0388
N 0.48736 -4.40529 -1.17855 -0.5281
C 0.23557 -5.67577 -0.72117 0.1974
C 0.79870 -6.91478 -1.03067 -0.2672
C 0.28580 -7.99709 -0.35627 -0.1581
C -0.75152 -7.86892 0.59625 -0.2099
C -1.30383 -6.65057 0.89652 -0.1676
C -0.79747 -5.52958 0.22132 0.0544
N -1.15214 -4.21068 0.32905 -0.3872
C -0.37764 -3.57173 -0.51572 0.2574
C -0.44839 -2.13815 -0.68364 0.1506
C 0.36324 -1.40598 -1.55337 -0.2601
C 0.25095 -0.03952 -1.61046 0.0678
N -0.65039 0.64982 -0.87381 -0.5091
C -1.44971 -0.05956 -0.03972 0.0597
C -1.37681 -1.41586 0.08318 -0.2233
H 1.17965 -4.15522 -1.86224 0.4227
H 1.59190 -7.02384 -1.75752 0.2305
H 0.68673 -8.98117 -0.55799 0.2329
H -1.11058 -8.75854 1.09472 0.2339
H -2.09599 -6.54266 1.62401 0.2358
H 1.10724 -1.87581 -2.18102 0.2413
H 0.90628 0.53055 -2.25213 0.2369
H -2.15212 0.50182 0.55851 0.2204
H -2.02110 -1.94285 0.77194 0.2803
```

charge: +2
energy relative to the best compared isomer or geometry (same formula, charge and spin): 30.7 kcal per mole

Short version: E_tot = -182701.5169; -31165.8174; -77746.1847; -310903.0392 eV, in the order given.
Short version: largest force on an atom = 6.0; 2.3; 0.3; 0.2 eV Å⁻¹, in the order given.